No. 1
A single C6H10NPS2 molecule. Source: the OMol25 dataset; level of theory: ωB97M-V/def2-TZVPD.

Output
highest occupied orbital energy (spin up / spin down) = -6.994 / -6.994 eV
orbital gap (spin up / spin down) = 0.24866 / 0.24864 Eh
multiplicity = 1

CARTESIAN COORDINATES (ANGSTROEM)
S  -0.43  -1.96  -1.53
S  0.27  -0.63  0.28
P  -0.99  0.75  1.10
N  -1.46  0.02  2.64
C  1.27  -0.14  -2.28
C  -2.85  -0.05  3.03
C  3.44  1.05  0.22
C  2.39  0.86  -0.28
C  0.02  -0.77  -2.74
C  1.15  0.49  -0.89
H  4.22  1.65  0.74
H  1.78  0.66  -3.00
H  -3.25  -1.02  3.02
H  -3.50  0.43  2.43
H  0.46  1.29  -0.85
H  -0.56  0.16  -2.99
H  -3.14  0.41  4.10
H  2.02  -1.02  -2.23
H  0.13  -1.38  -3.63
H  -0.99  -0.80  2.85

=====

No. 2
3 unconnected molecules or ions with the total composition C4H12O2. Source: the OMol25 dataset; level of theory: ωB97M-V/def2-TZVPD.

Output
highest occupied orbital energy = -9.380 eV
orbital gap = 0.37743 Eh
multiplicity = 1
structure (SMILES) = C/C=C/C.O.O

CARTESIAN COORDINATES (ANGSTROEM)
O  0.69  1.76  -0.21
O  2.82  0.15  0.40
C  -1.40  -0.37  1.89
C  -1.37  -0.38  -0.63
C  -0.77  -0.93  -2.02
C  -0.80  -0.69  0.61
H  1.97  0.60  0.19
H  -1.58  -1.17  2.63
H  -2.37  0.15  1.79
H  -0.22  1.28  -0.06
H  0.28  -1.16  0.62
H  1.56  2.07  0.06
H  3.40  -0.25  -0.28
H  0.05  -1.68  -2.02
H  -0.76  0.37  2.43
H  -1.72  -1.32  -2.49
H  -2.21  0.34  -0.67
H  -0.50  -0.18  -2.80

=====

No. 3
A single C7H12N2 molecule. Source: the OMol25 dataset; level of theory: ωB97M-V/def2-TZVPD.

Output
highest occupied orbital energy = -8.082 eV
orbital gap = 0.32923 Eh
multiplicity = 1
structure (SMILES) = C=N[C@@H]1[C@@H](N=C)C1(C)C

CARTESIAN COORDINATES (ANGSTROEM)
N  1.84  0.93  0.31
N  -1.67  1.00  -0.20
C  -2.68  1.65  0.19
C  -0.66  -1.63  -1.05
C  0.62  -1.89  1.04
C  -0.03  -0.83  0.15
C  -0.71  0.44  0.57
C  2.57  1.70  -0.38
C  0.79  0.37  -0.33
H  -1.60  -1.08  -1.34
H  0.03  -2.17  1.85
H  1.43  -1.41  1.66
H  3.54  2.18  0.15
H  -0.68  0.91  1.51
H  -2.91  1.87  1.33
H  1.05  -2.69  0.50
H  -0.71  -2.57  -0.69
H  -3.23  2.05  -0.53
H  0.01  -1.64  -1.85
H  0.48  0.70  -1.42
H  2.52  2.11  -1.47

=====

No. 4
A molecular structure, C16H23N6PtS. Source: the OMol25 dataset; level of theory: ωB97M-V/def2-TZVPD.

Output
highest occupied orbital energy = -10.782 eV
total charge = +1
orbital gap = 0.26531 Eh
multiplicity = 1

CARTESIAN COORDINATES (ANGSTROEM)
Pt  0.78  1.36  0.79
S  -0.70  2.06  -0.77
N  -3.00  3.11  0.00
N  1.64  0.40  2.40
N  -1.88  2.11  1.71
N  2.48  1.27  -0.37
N  4.91  1.19  -0.75
N  -0.70  1.52  2.04
C  5.78  2.34  -0.44
C  -4.19  3.35  0.81
C  5.53  0.06  -1.48
C  6.17  0.57  -2.76
C  -1.92  2.45  0.43
C  -5.08  2.12  0.94
C  -0.49  1.12  3.25
C  2.55  -0.41  4.87
C  6.44  2.85  -1.72
C  3.30  -0.65  3.73
C  7.14  1.71  -2.45
C  3.63  1.24  -0.55
C  0.86  0.56  3.50
C  2.81  -0.22  2.51
C  -1.53  1.19  4.31
C  1.31  0.19  4.75
H  -2.51  1.26  3.86
H  7.58  2.08  -3.38
H  -1.47  0.30  4.95
H  5.39  0.93  -3.43
H  6.53  2.00  0.27
H  -3.05  3.29  -0.99
H  6.68  -0.26  -3.25
H  6.28  -0.37  -0.81
H  0.69  0.36  5.62
H  5.17  3.11  0.04
H  7.97  1.34  -1.84
H  2.92  -0.71  5.84
H  -4.53  1.30  1.40
H  -3.85  3.69  1.79
H  4.76  -0.69  -1.67
H  5.67  3.29  -2.37
H  4.26  -1.15  3.78
H  3.36  -0.36  1.59
H  -4.73  4.17  0.34
H  7.14  3.64  -1.45
H  -5.94  2.35  1.57
H  -1.38  2.07  4.94
H  -5.44  1.80  -0.03

=====

No. 5
3 unconnected molecules or ions with the total composition CH6N3OS. Source: the OMol25 dataset; level of theory: ωB97M-V/def2-TZVPD.

Output
highest occupied orbital energy = -14.014 eV
total charge = +1
orbital gap = 0.32898 Eh
multiplicity = 1

CARTESIAN COORDINATES (ANGSTROEM)
S  1.64  -0.42  -0.25
O  -0.03  -0.10  -0.78
N  1.03  -0.71  1.37
N  -0.31  -0.24  1.46
N  -2.03  0.49  -0.03
C  -0.83  -0.01  0.26
H  2.86  0.57  -3.23
H  -2.36  0.91  -0.82
H  0.88  -1.67  1.68
H  -0.61  0.39  2.18
H  2.55  0.31  -2.47
H  -2.79  0.48  0.64

=====

No. 6
A gas-phase ion, C7H10N2O2PS (charge +1). Source: the OMol25 dataset; level of theory: ωB97M-V/def2-TZVPD.

Output
highest occupied orbital energy = -12.319 eV
total charge = +1
orbital gap = 0.31585 Eh
multiplicity = 1
structure (SMILES) = OP(O)(=S)/[NH+]=C/Nc1ccccc1

CARTESIAN COORDINATES (ANGSTROEM)
S  1.89  2.79  3.16
P  3.16  2.84  1.70
O  3.50  4.17  0.79
O  4.57  2.20  1.62
N  0.64  0.24  -0.73
N  2.22  1.84  -0.04
C  -1.38  -0.38  0.65
C  -0.62  -0.49  -0.50
C  -2.23  -1.97  -1.47
C  -2.92  -1.96  -0.22
C  -1.09  -1.26  -1.59
C  -2.42  -1.25  0.84
C  1.05  1.21  -0.02
H  4.98  2.80  0.86
H  2.92  1.67  -0.69
H  -0.46  -1.29  -2.46
H  0.55  1.58  0.92
H  -2.75  -2.45  -2.32
H  -1.19  0.30  1.35
H  -3.80  -2.71  -0.06
H  -2.80  -1.29  1.87
H  1.12  -0.08  -1.55
H  2.71  4.80  0.72

=====

No. 7
5 unconnected molecules or ions with the total composition C23H24F32NO7S. Source: the OMol25 dataset; level of theory: ωB97M-V/def2-TZVPD.

Output
highest occupied orbital energy = -5.264 eV
total charge = -1
orbital gap = 0.25788 Eh
multiplicity = 1

CARTESIAN COORDINATES (ANGSTROEM)
S  -3.22  1.13  -1.86
F  1.00  -4.84  -0.05
F  6.22  -1.17  -0.44
F  2.55  -3.69  1.83
F  2.78  -8.53  4.76
F  2.67  -8.27  1.26
F  3.65  -0.84  -4.43
F  1.12  -7.66  3.66
F  -8.11  5.19  -4.08
F  3.16  -2.64  -2.49
F  0.61  -6.56  1.24
F  -7.64  0.63  -3.63
F  -10.28  6.30  -2.96
F  1.97  -9.93  2.51
F  1.74  1.28  2.23
F  3.31  -5.59  1.07
F  5.80  -2.47  1.26
F  3.44  5.46  3.32
F  3.88  6.40  5.23
F  4.32  -3.51  -4.10
F  4.95  -0.34  -2.74
F  4.36  -0.17  1.24
F  -7.65  6.10  -2.16
F  -9.79  1.03  -5.20
F  1.02  4.46  4.61
F  -9.27  1.69  -2.65
F  3.89  0.92  3.83
F  1.26  6.62  4.36
F  1.97  3.45  2.33
F  2.23  1.97  4.77
F  -10.49  4.13  -2.74
F  -9.55  3.19  -5.09
F  3.38  -0.75  -0.61
O  3.77  4.21  5.17
O  -4.38  1.36  -2.72
O  3.17  -6.73  3.56
O  -2.47  -0.01  -2.24
O  -3.55  1.16  -0.45
O  -7.73  3.92  -2.25
O  5.35  -3.07  -2.22
N  0.24  0.27  -1.27
C  4.70  -1.26  -3.69
C  -8.29  1.82  -3.58
C  0.11  1.40  -2.21
C  -8.29  5.06  -2.74
C  2.62  2.27  2.45
C  1.74  5.53  5.00
C  4.03  -1.23  0.46
C  3.23  5.36  4.64
C  -0.76  2.53  -1.66
C  0.97  -5.26  1.24
C  -2.21  2.58  -2.15
C  -9.76  5.20  -2.35
C  2.35  -5.04  1.85
C  3.21  2.10  3.86
C  2.81  -8.86  2.47
C  -7.26  2.86  -3.10
C  2.44  -7.90  3.60
C  5.12  -3.23  -0.83
C  4.37  -2.63  -3.07
C  2.57  -5.47  3.31
C  4.22  3.15  4.34
C  -8.89  2.01  -4.97
C  5.29  -2.00  0.08
H  -9.85  5.31  -1.27
H  4.18  -3.74  -0.64
H  5.90  -3.91  -0.51
H  3.30  -4.76  3.70
H  3.84  -9.20  2.58
H  0.21  -4.67  1.78
H  5.58  -1.35  -4.33
H  -0.30  3.47  -1.97
H  -0.26  1.07  -3.18
H  4.83  3.53  3.51
H  -2.30  2.87  -3.19
H  -2.71  3.37  -1.58
H  1.63  5.66  6.08
H  -6.56  2.31  -2.47
H  1.12  1.80  -2.39
H  -0.70  2.53  -0.57
H  -6.66  3.25  -3.92
H  -0.45  0.41  -0.54
H  0.01  -0.59  -1.75
H  1.67  -5.34  3.90
H  -8.11  1.96  -5.73
H  3.34  -1.86  1.02
H  3.41  2.22  1.70
H  4.90  2.60  4.99

=====

No. 8
3 unconnected molecules or ions with the total composition C29H51N2O5P. Source: the OMol25 dataset; level of theory: ωB97M-V/def2-TZVPD.

Output
highest occupied orbital energy = -8.340 eV
orbital gap = 0.30200 Eh
multiplicity = 1
structure (SMILES) = CCOP(=O)(CCc1cc2c(cc1N=C(C)C)C(=O)NC2=O)OCC.CCCCCC.CCCCCC

CARTESIAN COORDINATES (ANGSTROEM)
P  3.36  0.86  -0.32
O  -1.00  -3.39  1.33
O  -5.10  -1.56  0.35
O  4.45  1.94  0.19
O  3.07  -0.35  0.73
O  3.78  0.43  -1.68
N  -1.77  2.19  -2.08
N  -3.20  -2.86  0.84
C  -1.53  -1.36  0.05
C  3.34  3.65  1.63
C  3.93  -4.81  -5.29
C  0.87  1.01  -1.61
C  1.74  1.71  -0.53
C  -0.36  -0.81  -0.35
C  -0.69  4.05  -0.89
C  -0.39  0.38  -1.07
C  4.25  2.39  1.55
C  -1.80  -2.64  0.81
C  3.22  -6.09  -4.84
C  -1.65  0.96  -1.33
C  -3.20  3.64  -0.67
C  -1.89  3.20  -1.29
C  4.86  -4.18  -4.25
C  3.09  -2.78  -3.07
C  -3.97  2.46  4.21
C  -2.83  0.35  -0.88
C  3.14  -2.71  1.21
C  -5.09  2.73  5.22
C  -2.80  -0.85  -0.19
C  -5.36  1.08  2.57
C  4.18  -7.23  -4.51
C  -5.95  3.96  4.91
C  4.19  -3.82  -2.92
C  -5.17  5.27  4.93
C  -3.91  -1.73  0.35
C  -4.44  2.28  2.77
C  3.89  -1.51  0.53
H  3.49  -1.85  -3.50
H  -3.49  -3.73  0.41
H  -4.70  5.43  5.90
H  3.15  4.08  0.65
H  -3.37  4.72  -0.75
H  2.24  -2.32  1.70
H  1.96  2.75  -0.76
H  -6.45  3.84  3.95
H  -3.77  0.83  -1.13
H  -3.18  3.33  0.39
H  -5.64  0.98  1.52
H  4.95  -3.43  -2.24
H  2.66  -2.53  -2.10
H  -3.24  3.28  4.25
H  3.81  4.43  2.24
H  3.18  -4.08  -5.60
H  2.40  3.35  2.11
H  4.85  -6.97  -3.68
H  3.94  1.60  2.23
H  0.55  1.78  -2.32
H  1.23  1.66  0.44
H  5.24  2.71  1.90
H  0.09  4.01  -1.65
H  0.58  -1.32  -0.13
H  4.80  -7.48  -5.38
H  5.30  -3.28  -4.68
H  5.70  -4.85  -4.05
H  -4.38  5.28  4.17
H  2.76  -3.37  0.42
H  -6.28  1.18  3.15
H  -4.01  3.07  -1.13
H  -5.83  6.11  4.73
H  1.41  0.26  -2.19
H  -4.86  0.16  2.87
H  2.59  -5.88  -3.97
H  3.77  -3.25  1.92
H  4.02  -1.80  -0.51
H  -4.64  2.85  6.21
H  4.52  -5.03  -6.19
H  -3.43  1.56  4.52
H  -0.31  3.62  0.04
H  -5.74  1.86  5.29
H  -4.93  3.19  2.41
H  -6.74  4.02  5.67
H  2.28  -3.14  -3.71
H  3.78  -4.72  -2.45
H  4.85  -1.46  1.04
H  -0.99  5.08  -0.69
H  -3.56  2.15  2.14
H  2.56  -6.41  -5.64
H  3.63  -8.12  -4.22

=====

No. 9
2 unconnected molecules or ions with the total composition C5H9NO. Source: the OMol25 dataset; level of theory: ωB97M-V/def2-TZVPD.

Output
highest occupied orbital energy = -7.964 eV
orbital gap = 0.31785 Eh
multiplicity = 1
structure (SMILES) = Cc1cc[nH]c1.O

CARTESIAN COORDINATES (ANGSTROEM)
O  -0.50  3.08  -1.81
N  -0.08  -0.89  -1.27
C  0.91  -0.49  -0.38
C  -0.78  -1.49  0.72
C  0.42  -0.81  0.87
C  -1.16  -1.44  -0.63
C  1.09  -0.24  2.10
H  1.78  -0.09  -0.86
H  -1.40  -1.68  1.58
H  -1.90  -1.75  -1.34
H  -1.30  2.55  -1.90
H  0.35  -0.04  2.89
H  -0.75  3.88  -2.25
H  1.82  -0.85  2.63
H  1.52  0.72  1.83
H  -0.01  -0.47  -2.18

=====

No. 10
5 unconnected molecules or ions with the total composition C35H43Br2Cl8NO3S. Source: the OMol25 dataset; level of theory: ωB97M-V/def2-TZVPD.

Output
highest occupied orbital energy = -8.162 eV
orbital gap = 0.31468 Eh
multiplicity = 1
structure (SMILES) = CCCCCc1c(C)c(O)c(COCC)c2c1Sc1c(Br)ccc(Cc3ccc(C)cc3)c1N2CC(=O)Br.ClCCl.ClCCl.ClCCl.ClCCl

CARTESIAN COORDINATES (ANGSTROEM)
Br  -4.16  -4.31  2.04
Br  -4.08  -2.63  -2.62
Cl  4.38  0.63  -4.27
Cl  -1.12  -0.27  3.11
Cl  11.58  -0.14  -11.10
Cl  8.99  -1.74  -6.09
Cl  7.23  0.54  -6.67
Cl  1.95  1.69  -5.50
Cl  9.81  -0.07  -8.77
Cl  -0.90  2.17  4.71
S  -1.85  -2.55  0.42
O  -4.53  0.11  -2.76
O  1.51  2.20  1.40
O  -0.74  2.82  -1.39
N  -2.55  0.22  -0.37
C  -1.27  0.08  0.30
C  -5.14  1.57  0.22
C  -4.11  3.81  0.91
C  0.73  1.09  1.16
C  -5.81  -0.58  1.30
C  -1.11  0.41  4.74
C  0.94  -2.67  1.88
C  -0.50  1.23  0.50
C  0.30  -4.58  3.54
C  0.45  -1.28  1.41
C  -3.88  3.05  3.54
C  -3.44  -1.81  0.78
C  0.60  2.54  -1.79
C  -4.82  0.12  0.62
C  -4.42  -2.49  1.45
C  3.71  1.56  -5.62
C  8.18  -0.30  -5.44
C  -3.60  -0.48  0.34
C  -3.55  4.68  1.84
C  -0.79  -1.15  0.75
C  2.54  -0.19  2.35
C  -3.74  -0.72  -2.40
C  -3.40  4.31  3.17
C  11.19  -0.87  -9.54
C  -5.64  -1.89  1.73
C  -2.77  5.19  4.23
C  -4.43  2.19  2.61
C  1.21  -0.14  1.62
C  -1.00  2.57  -0.02
C  0.19  -3.08  3.19
C  0.08  -5.56  2.35
C  0.69  1.22  -2.59
C  -2.40  -0.28  -1.76
C  1.46  -6.04  1.79
C  -4.55  2.54  1.26
H  2.29  -5.87  2.49
H  -3.78  2.74  4.58
H  -1.71  -1.14  -1.84
H  -3.39  5.20  5.14
H  0.37  0.37  -1.97
H  -0.60  -6.38  2.60
H  -2.10  2.54  0.08
H  0.91  2.92  1.62
H  -2.05  0.18  5.24
H  -6.43  -2.40  2.28
H  -0.68  3.41  0.64
H  8.94  0.38  -5.05
H  -4.16  4.17  -0.12
H  -0.86  -2.80  3.05
H  2.01  -2.59  2.10
H  -0.42  -4.97  1.56
H  1.34  2.60  -0.98
H  1.69  1.07  -3.00
H  3.33  -0.69  1.76
H  1.70  -5.46  0.89
H  0.01  1.33  -3.45
H  3.96  1.06  -6.55
H  4.13  2.55  -5.60
H  0.64  -2.50  4.01
H  -6.76  -0.10  1.53
H  1.24  -4.83  4.05
H  7.52  -0.61  -4.64
H  -3.19  5.66  1.53
H  -2.50  6.19  3.88
H  -6.23  1.66  0.33
H  2.47  -0.73  3.31
H  12.05  -0.78  -8.88
H  -4.77  1.80  -0.78
H  0.87  3.33  -2.51
H  -0.51  -4.79  4.27
H  -1.96  0.50  -2.39
H  10.94  -1.91  -9.69
H  -4.77  1.23  3.00
H  2.90  0.81  2.60
H  1.43  -7.10  1.48
H  -0.29  -0.02  5.30
H  0.82  -3.41  1.08
H  -1.82  4.71  4.52

=====

No. 11
A molecular structure, C23H24MgN7SSi. Source: the OMol25 dataset; level of theory: ωB97M-V/def2-TZVPD.

Output
highest occupied orbital energy = -9.480 eV
total charge = +1
orbital gap = 0.21122 Eh
multiplicity = 1

CARTESIAN COORDINATES (ANGSTROEM)
S  -2.56  -3.33  0.10
Si  -0.11  1.00  1.17
Mg  0.77  -0.66  -0.59
N  2.33  1.71  -3.57
N  1.33  3.09  -5.19
N  2.74  -0.83  -1.11
N  -0.07  2.03  -3.88
N  0.70  0.56  -2.22
N  -1.52  0.97  -2.49
N  -0.07  -2.43  0.14
C  -1.29  -3.51  4.00
C  -2.73  2.01  0.28
C  -2.83  0.15  1.72
C  -4.16  0.01  1.42
C  -0.33  -2.92  1.43
C  4.31  0.90  -1.67
C  0.45  -2.54  2.58
C  -0.25  1.21  -2.89
C  -2.01  1.16  1.14
C  -2.09  -3.86  2.88
C  3.06  0.33  -1.73
C  0.42  2.66  0.45
C  -0.10  -2.74  3.82
C  5.28  0.06  -1.12
C  -3.98  1.67  -0.24
C  -1.63  -3.44  1.62
C  -4.77  0.73  0.39
C  3.68  -1.57  -0.53
C  4.99  -1.16  -0.57
C  0.31  0.77  3.02
C  -1.19  -2.58  -0.59
C  1.23  2.26  -4.17
C  2.00  0.88  -2.56
H  3.35  -2.43  0.09
H  -2.49  -0.60  2.46
H  -4.32  2.18  -1.18
H  -0.28  3.06  -0.34
H  1.37  0.39  3.09
H  -1.12  -2.34  -1.63
H  -2.31  2.98  0.06
H  -1.72  0.56  -1.58
H  0.38  -2.37  4.71
H  4.50  1.88  -2.14
H  0.49  3.45  -5.64
H  -4.79  -0.71  2.00
H  6.30  0.44  -0.99
H  0.52  3.34  1.30
H  0.36  1.71  3.58
H  -3.07  -4.33  3.03
H  -1.58  -3.71  5.00
H  1.42  2.52  -0.05
H  -2.30  1.28  -3.06
H  5.82  -1.79  -0.20
H  -0.35  0.08  3.52
H  2.24  3.43  -5.47
H  1.42  -2.08  2.43
H  -5.76  0.47  -0.01

=====

Max |F|? In order: 5.52, 3.92, 5.91, 1.41, 4.13, 5.79, 2.54, 3.22, 2.89, 3.44, 3.57 eV Å⁻¹.